Entry 1:
This record from the Open Molecules 2025 dataset describes 3 unconnected molecules or ions with the total composition C3H7O2. The level of theory is wB97M-V/def2-TZVPD.

The geometry in XYZ format:
```
12
Properties=species:S:1:pos:R:3:forces:R:3:nbo_charge:R:1
C 1.525 -0.396 0.420 0.9 0.6 -1.3 0.28
O 2.726 -0.583 0.261 -1.5 -0.6 0.7 -0.59
H 0.675 -1.132 0.586 1.3 0.2 0.0 0.14
H 1.129 0.635 0.284 0.1 -0.4 0.3 0.12
H -4.555 1.236 2.539 1.0 -2.2 -1.6 0.03
C -1.199 0.295 0.715 -0.9 -1.8 2.9 -0.80
C -1.177 0.453 -0.655 1.7 2.1 -1.7 0.24
O -0.685 -0.230 -1.639 -1.4 -0.2 1.8 -0.79
H -1.034 1.078 1.529 -0.9 -0.4 -1.8 0.18
H -1.256 -0.732 1.301 0.4 1.7 -1.7 0.16
H -1.405 1.555 -1.014 0.2 -1.2 0.8 0.05
H -4.776 1.752 2.920 -1.0 2.2 1.6 -0.03
```
Forces are in eV/Å.

The value obtained for the HOMO energy is -2.7 eV. The total charge is -1. The value obtained for the calculated total energy is -268.88325 a.u. The energy above the lowest of the compared OMol25 structures with the same formula, charge and spin is 98.37 kcal per mole. As for the HOMO-LUMO gap: 0.2540 hartree. The largest force on an atom is 3.497 eV/A.

Entry 2:
This record from the Open Molecules 2025 dataset describes 3 unconnected molecules or ions with the total composition C3H7O2. The level of theory is wB97M-V/def2-TZVPD.

The geometry in XYZ format:
```
12
Properties=species:S:1:pos:R:3:forces:R:3:nbo_charge:R:1
C -2.388 0.685 -0.997 1.1 0.7 1.2 0.26
O -2.493 1.665 -1.694 -0.4 -0.4 -0.4 -0.55
H -2.947 0.640 -0.036 -0.5 -0.2 -0.2 0.06
H -1.578 -0.068 -1.027 -0.2 -0.2 -0.7 0.20
H 1.728 -1.501 5.592 -0.4 -0.2 0.5 -0.01
C 1.004 0.678 -1.278 0.0 0.3 0.4 -0.76
C 0.831 -0.666 -1.085 -0.5 -0.4 0.4 0.22
O 0.014 -1.270 -0.296 0.0 0.5 0.0 -0.84
H 1.723 1.150 -1.935 0.2 -0.5 -0.3 0.17
H 0.482 1.390 -0.645 -0.2 -0.1 0.0 0.16
H 1.414 -1.379 -1.678 0.6 0.1 -0.6 0.08
H 2.209 -1.324 5.080 0.4 0.2 -0.5 0.01
```
Forces are in eV/Å.

The value obtained for the HOMO energy is -2.4 eV. The total charge is -1. The value obtained for the calculated total energy is -268.91504 a.u. The energy above the lowest of the compared OMol25 structures with the same formula, charge and spin is 78.42 kcal per mole. As for the HOMO-LUMO gap: 0.2461 hartree. The largest force on an atom is 1.758 eV/A.

Entry 3:
This record from the Open Molecules 2025 dataset describes 2 unconnected molecules or ions with the total composition C3H7O2S. The level of theory is wB97M-V/def2-TZVPD.

The geometry in XYZ format:
```
13
Properties=species:S:1:pos:R:3:forces:R:3:nbo_charge:R:1
O 2.476 -0.728 1.371 0.2 -0.4 -0.2 -0.57
C 1.415 -0.570 0.813 -0.4 0.4 -0.3 0.45
C 0.474 0.507 1.129 -1.7 1.4 1.0 -0.57
C -0.214 1.313 -0.025 0.6 -0.6 0.0 -0.51
S -1.874 0.707 -0.434 0.0 0.0 -0.1 -0.71
H 1.046 -1.204 -0.021 0.4 -0.3 0.0 0.10
H 0.871 1.205 1.875 0.6 -0.2 -0.2 0.20
H -0.445 0.143 1.625 0.5 -0.6 0.0 0.26
H 0.475 1.316 -0.884 -0.2 0.2 0.0 0.17
H -0.299 2.330 0.357 0.1 0.1 -0.2 0.19
H -1.930 -1.650 -1.519 -0.6 0.4 0.3 0.49
H -0.611 -1.430 -2.036 0.6 0.5 -0.1 0.46
O -1.384 -1.939 -2.252 -0.1 -1.0 -0.4 -0.97
```
Forces are in eV/Å.

The value obtained for the HOMO energy is -3.0 eV. The total charge is -1. The value obtained for the calculated total energy is -667.19941 a.u. The energy above the lowest of the compared OMol25 structures with the same formula, charge and spin is 27.53 kcal per mole. As for the HOMO-LUMO gap: 0.2555 hartree. The largest force on an atom is 2.491 eV/A.

Please write out number 1 again, unchanged.
This record from the Open Molecules 2025 dataset describes 3 unconnected molecules or ions with the total composition C3H7O2. The level of theory is wB97M-V/def2-TZVPD.

The geometry in XYZ format:
```
12
Properties=species:S:1:pos:R:3:forces:R:3:nbo_charge:R:1
C 1.525 -0.396 0.420 0.9 0.6 -1.3 0.28
O 2.726 -0.583 0.261 -1.5 -0.6 0.7 -0.59
H 0.675 -1.132 0.586 1.3 0.2 0.0 0.14
H 1.129 0.635 0.284 0.1 -0.4 0.3 0.12
H -4.555 1.236 2.539 1.0 -2.2 -1.6 0.03
C -1.199 0.295 0.715 -0.9 -1.8 2.9 -0.80
C -1.177 0.453 -0.655 1.7 2.1 -1.7 0.24
O -0.685 -0.230 -1.639 -1.4 -0.2 1.8 -0.79
H -1.034 1.078 1.529 -0.9 -0.4 -1.8 0.18
H -1.256 -0.732 1.301 0.4 1.7 -1.7 0.16
H -1.405 1.555 -1.014 0.2 -1.2 0.8 0.05
H -4.776 1.752 2.920 -1.0 2.2 1.6 -0.03
```
Forces are in eV/Å.

The value obtained for the HOMO energy is -2.7 eV. The total charge is -1. The value obtained for the calculated total energy is -268.88325 a.u. The energy above the lowest of the compared OMol25 structures with the same formula, charge and spin is 98.37 kcal per mole. As for the HOMO-LUMO gap: 0.2540 hartree. The largest force on an atom is 3.497 eV/A.

> Which formula does entry 2 have?

C3H7O2

> HOMO-LUMO gap of number 2 (C3H7O2)?

0.2461 hartree